(1)
91
Properties=species:S:1:pos:R:3 method="wB97M-V/def2-TZVPD" multiplicity=1 e_lumo_ev=-1.12 gap_ev=5.53
Pt 0.2963 -0.7974 -0.4483
S 3.2808 -0.3369 -2.0190
C 3.9954 1.0534 -1.2582
C 5.3579 1.3597 -1.3740
C 5.8773 2.4905 -0.7685
C 5.0612 3.3444 -0.0340
C 3.7148 3.0505 0.1011
C 3.1777 1.9189 -0.4989
As 1.3004 1.4535 -0.4594
C 0.7897 2.1510 -2.1963
C 0.2721 1.2097 -3.0853
C -0.0997 1.5738 -4.3664
C 0.0689 2.8871 -4.7795
C 0.6071 3.8247 -3.9120
C 0.9767 3.4576 -2.6257
C 0.7569 2.6228 1.0037
C 0.7163 1.9726 2.2355
C 0.4763 2.6699 3.4063
C 0.2386 4.0351 3.3507
C 0.2351 4.6857 2.1261
C 0.5065 3.9868 0.9586
H 5.9999 0.7070 -1.9500
H 6.9348 2.7076 -0.8553
H 5.4630 4.2294 0.4403
H 3.0709 3.7063 0.6756
H 0.1588 0.1792 -2.7586
H -0.5248 0.8387 -5.0365
H -0.2048 3.1782 -5.7852
H 0.7426 4.8471 -4.2399
H 1.4174 4.1945 -1.9638
H 0.8551 0.8956 2.2543
H 0.4747 2.1553 4.3583
H 0.0515 4.5887 4.2615
H 0.0294 5.7476 2.0827
H 0.5067 4.5045 0.0077
C -1.9427 -4.5905 -2.2817
Si -1.4322 -3.8303 -0.6011
C 0.2182 -4.6814 -0.2607
C -2.5720 -4.2756 0.8675
N -1.4556 -2.0914 -0.7696
C -2.6351 -1.5290 -1.1682
C -3.8051 -2.2802 -1.4361
C -4.9345 -1.7322 -2.0071
C -4.9821 -0.3806 -2.3065
C -3.9079 0.4091 -1.9363
C -2.7807 -0.1466 -1.3558
O -1.7416 0.6909 -0.9199
C -2.2352 1.7943 -0.2337
C -2.5995 1.6798 1.0977
C -3.1319 2.7755 1.7557
C -3.3042 3.9779 1.0844
C -2.9312 4.0858 -0.2457
C -2.3931 2.9944 -0.9088
H -2.7755 -5.2890 -2.1844
H -1.1069 -5.1323 -2.7241
H -2.2452 -3.8122 -2.9813
H 0.0002 -5.6701 0.1449
H 0.8337 -4.1638 0.4607
H 0.7960 -4.8136 -1.1744
H -3.3242 -5.0180 0.5961
H -3.1033 -3.3901 1.2181
H -1.9950 -4.6733 1.7027
H -3.8146 -3.3271 -1.1788
H -5.7832 -2.3715 -2.2136
H -5.8357 0.0577 -2.8036
H -3.9471 1.4788 -2.0830
H -2.4576 0.7331 1.6039
H -3.4166 2.6853 2.7953
H -3.7269 4.8303 1.5996
H -3.0677 5.0188 -0.7774
H -2.1096 3.0606 -1.9522
C 3.1327 -3.1056 -0.0117
P 1.9736 -1.9093 0.7389
C 3.1422 -0.7469 1.5349
C 1.2203 -2.6776 2.2176
C -0.0383 -2.2041 2.5869
C -0.7258 -2.7766 3.6441
C -0.1606 -3.8396 4.3329
C 1.0980 -4.3055 3.9828
C 1.7985 -3.7134 2.9437
H 3.3642 -3.9358 0.6525
H 4.0379 -2.5630 -0.2741
H 2.6922 -3.4933 -0.9270
H 3.8272 -1.2918 2.1853
H 2.5872 -0.0161 2.1209
H 3.6985 -0.2303 0.7518
H -0.4843 -1.4009 2.0077
H -1.7100 -2.4130 3.9079
H -0.7076 -4.3172 5.1347
H 1.5324 -5.1461 4.5076
H 2.7857 -4.0801 2.6919



(2)
97
Properties=species:S:1:pos:R:3 method="wB97M-V/def2-TZVPD" s2=0.753 multiplicity=2 e_lumo_ev="0.29 / 0.29" gap_ev="6.72 / 7.90"
Ti 1.9839 0.0602 -0.7259
C -0.0194 3.8760 1.9094
C -0.9598 4.7165 1.0970
C -1.4373 5.9016 1.6457
C -2.3573 6.6979 0.9891
C -2.8363 6.3017 -0.2495
C -2.3739 5.1328 -0.8197
C -1.4253 4.3416 -0.1706
N -1.0529 3.1394 -0.8020
C 0.1617 2.4915 -0.6949
N 1.2325 3.2993 -0.7363
C 2.4921 3.0503 -0.1529
C 2.8301 1.7541 0.2698
C 4.0615 1.6904 0.9392
C 4.8869 2.7829 1.1431
C 4.5297 4.0204 0.6479
C 3.3203 4.1721 -0.0095
C 2.9528 5.4974 -0.6176
N 0.2590 1.1954 -0.5610
C -0.9685 0.5101 -0.3770
C -1.2796 0.0950 0.9178
C -2.4924 -0.5081 1.1905
C -3.4091 -0.6898 0.1689
C -3.0950 -0.3015 -1.1193
C -1.8804 0.3060 -1.4212
C -1.5666 0.7154 -2.8351
H -0.2495 3.9900 2.9669
H 1.0164 4.1833 1.7614
H -0.0971 2.8213 1.6529
H -1.0813 6.1931 2.6237
H -2.7124 7.6084 1.4486
H -3.5723 6.8969 -0.7677
H -2.7522 4.8047 -1.7776
H -1.8205 2.5843 -1.1521
H 1.0231 4.2649 -0.9495
H 4.4230 0.7424 1.3144
H 5.8370 2.6568 1.6435
H 5.1918 4.8642 0.7745
H 3.7853 6.1872 -0.5120
H 2.0824 5.9543 -0.1427
H 2.7422 5.3807 -1.6815
H -0.5366 0.2601 1.6922
H -2.7359 -0.8262 2.1925
H -4.3597 -1.1511 0.3772
H -3.8127 -0.4492 -1.9125
H -1.8234 -0.0959 -3.5163
H -0.5038 0.9358 -2.9472
H -2.1371 1.5961 -3.1434
C -5.7112 -4.5525 0.9002
C -4.3369 -4.2347 1.4189
C -4.1159 -4.2245 2.7905
C -2.8723 -3.8976 3.3024
C -1.8322 -3.6400 2.4364
C -2.0180 -3.6892 1.0499
N -0.9059 -3.4088 0.2697
C -0.6186 -3.8215 -1.0113
C -1.0094 -5.0787 -1.4739
C -0.7395 -5.4667 -2.7739
C -0.0783 -4.6030 -3.6439
C 0.3591 -3.3799 -3.1916
C 0.1300 -2.9728 -1.8690
C 0.6824 -1.7071 -1.4305
O 1.0275 -0.7920 -2.2387
O 0.8788 -1.4443 -0.1680
C -3.3014 -3.9282 0.5299
C -3.5996 -3.7808 -0.9359
H -6.3460 -4.9464 1.6922
H -5.6580 -5.2851 0.0973
H -6.1913 -3.6597 0.4978
H -4.9280 -4.4520 3.4661
H -2.7176 -3.8549 4.3718
H -0.8511 -3.3922 2.8168
H -0.3129 -2.6508 0.5932
H -1.5237 -5.7471 -0.7953
H -1.0341 -6.4499 -3.1092
H 0.1121 -4.9006 -4.6642
H 0.9038 -2.6994 -3.8296
H -2.8537 -3.1536 -1.4132
H -4.5685 -3.3089 -1.0781
H -3.6196 -4.7400 -1.4541
C 2.1745 -1.2769 2.9769
S 3.0129 -2.0502 1.5366
C 4.7025 -2.1307 2.2692
O 3.1689 -0.8732 0.6410
H 2.2153 -1.9077 3.8569
H 1.1430 -1.1120 2.6737
H 2.6509 -0.3150 3.1476
H 4.8048 -3.0053 2.8985
H 4.9017 -1.2306 2.8397
H 5.3942 -2.1915 1.4321
Cl 5.9673 -0.0781 -3.8262
C 5.4429 0.2341 -2.1670
Cl 6.2670 -0.8290 -1.0444
C 3.9303 -0.0441 -2.0564
O 3.5707 -1.1902 -1.7832
O 3.1656 0.9376 -2.2010
H 5.6785 1.2705 -1.9146



(3)
96
Properties=species:S:1:pos:R:3 method="wB97M-V/def2-TZVPD" s2=0.792 multiplicity=2 total_charge=+1 e_lumo_ev="-2.35 / -4.17" gap_ev="7.66 / 5.84"
Ir 0.0067 0.0843 -1.0600
C -1.6486 -2.1325 4.8626
C -1.7406 -0.9530 3.8908
C -3.1026 -0.2660 4.0156
C -0.5992 0.0287 4.1056
C -0.5878 0.7794 5.2748
C 0.4142 1.6962 5.5232
C 1.4286 1.8553 4.5972
C 1.4921 1.1178 3.4156
C 2.7206 1.3689 2.5411
C 2.4497 2.1554 1.2570
C 3.5648 0.1250 2.2639
C 0.4518 0.1954 3.1782
N 0.3861 -0.6063 1.9944
C 0.7206 -1.8983 2.1326
C 1.5576 -2.4379 3.1464
C 1.8770 -3.7756 3.1555
C 1.3646 -4.6343 2.1799
C 0.5051 -4.1569 1.1926
C 0.2033 -2.8228 1.1909
F -0.6942 -2.3470 0.2980
H -2.4603 -2.8402 4.6841
H -1.7241 -1.7889 5.8959
H -0.7023 -2.6633 4.7550
H -1.6646 -1.3631 2.8841
H -3.2592 0.1247 5.0216
H -3.9084 -0.9784 3.8219
H -3.1952 0.5807 3.3310
H -1.3764 0.6394 6.0042
H 0.4109 2.2791 6.4343
H 2.2209 2.5664 4.7981
H 3.3359 2.0293 3.1573
H 1.9328 1.5673 0.5018
H 3.3984 2.4573 0.8115
H 1.8815 3.0667 1.4659
H 3.0302 -0.6045 1.6603
H 3.8840 -0.3472 3.1947
H 4.4615 0.4084 1.7109
H 1.9533 -1.7678 3.8962
H 2.5304 -4.1660 3.9235
H 1.6235 -5.6841 2.1947
H 0.0661 -4.8072 0.4483
N -0.4813 1.6643 0.2125
C -0.6412 3.0602 -0.1759
C -0.9075 3.9330 0.8754
C -1.0829 5.2818 0.6514
C -0.9634 5.7523 -0.6493
C -0.6802 4.8800 -1.6803
C -0.5329 3.4938 -1.4928
C -0.1026 2.6389 -2.6390
C -0.1129 3.1936 -3.9260
C 0.6013 2.6431 -4.9722
C 1.4154 1.5505 -4.7254
C 1.3594 0.9268 -3.4910
C 0.5196 1.3873 -2.4801
H 0.1699 1.6374 0.9977
H -1.3689 1.3931 0.6326
H -0.9666 3.5332 1.8834
H -1.2881 5.9541 1.4729
H -1.0621 6.8089 -0.8593
H -0.5299 5.3014 -2.6613
H -0.6738 4.0981 -4.1126
H 0.5604 3.0953 -5.9540
H 2.0554 1.1486 -5.5001
H 1.9695 0.0481 -3.3476
O 1.9539 -0.3371 -0.5919
N 2.4928 -1.2504 -1.3382
N 1.6854 -1.8587 -2.0861
O 0.3897 -1.5883 -2.1104
C 2.1621 -2.8659 -2.9991
C 3.4042 -3.4484 -2.7975
C 3.8395 -4.3976 -3.7060
C 3.0426 -4.7535 -4.7874
C 1.8043 -4.1556 -4.9658
C 1.3508 -3.1990 -4.0693
H 4.0097 -3.1642 -1.9495
H 4.8048 -4.8643 -3.5656
H 3.3909 -5.4963 -5.4922
H 1.1860 -4.4281 -5.8102
H 0.4007 -2.7009 -4.1972
C -3.9289 0.4259 -4.8106
N -3.6610 0.3409 -3.3754
C -4.6413 0.4096 -2.4619
C -4.3797 0.2643 -1.1434
C -3.0271 0.0767 -0.7678
N -2.0236 0.1344 -1.6425
C -2.3124 0.1658 -3.0152
O -1.4877 0.0384 -3.8793
N -2.7467 -0.1378 0.5409
H -4.9825 0.6500 -4.9523
H -3.6788 -0.5175 -5.2908
H -3.3148 1.2084 -5.2491
H -5.6437 0.5558 -2.8408
H -5.1654 0.2779 -0.4056
H -3.5182 -0.3087 1.1638
H -1.8704 -0.5841 0.7867



(4)
102
Properties=species:S:1:pos:R:3 method="wB97M-V/def2-TZVPD" s2=0.785 multiplicity=2 total_charge=+2 e_lumo_ev="-7.49 / -8.68" gap_ev="5.77 / 2.61"
Re -0.4334 0.4935 -2.2197
C -3.9637 2.1862 -3.9388
C -3.1302 1.9281 -2.8623
N -2.0810 1.2140 -3.2826
N -2.2135 1.0163 -4.5985
C -3.3361 1.5915 -5.0244
B -1.1456 0.2525 -5.3951
N -0.9917 -1.1247 -4.7376
C -1.0336 -2.3346 -5.3010
C -0.6364 -3.2672 -4.3578
C -0.3565 -2.5245 -3.2194
N -0.5870 -1.2313 -3.4608
N 0.1714 0.9952 -5.1355
C 1.0619 1.4872 -5.9977
C 2.0734 2.1068 -5.2798
C 1.7129 1.9428 -3.9514
N 0.5618 1.2636 -3.8796
H -4.8855 2.7250 -3.9349
H -3.2333 2.2279 -1.8383
H -3.6225 1.5602 -6.0541
H -1.4032 0.1800 -6.5342
H -1.3413 -2.4641 -6.3197
H -0.5568 -4.3259 -4.4747
H 0.0008 -2.8897 -2.2783
H 0.9368 1.3848 -7.0556
H 2.9322 2.6129 -5.6681
H 2.2038 2.2910 -3.0605
Se -0.2819 -4.0039 3.5541
P 0.8391 -3.0382 2.0072
C 2.3568 -2.2813 2.6707
C 2.2799 -1.3295 3.6828
C 3.4373 -0.8531 4.2719
C 4.6720 -1.3499 3.8815
C 4.7471 -2.3073 2.8824
C 3.5952 -2.7794 2.2789
C 1.3297 -4.0973 0.6054
C 0.9837 -5.4384 0.5430
C 1.3374 -6.1806 -0.5727
C 2.0183 -5.5870 -1.6228
C 2.3557 -4.2424 -1.5641
C 2.0094 -3.4950 -0.4542
C -0.1719 -1.8773 1.0762
C -0.0812 -0.6063 0.5240
N -0.8884 -0.6420 -0.5840
N -1.4591 -1.8325 -0.6409
N -1.0556 -2.5743 0.3177
P 0.5235 1.0156 1.0141
Se 0.1595 2.3690 -0.6906
C 0.2883 1.6111 2.7144
C -0.2404 0.8208 3.7266
C -0.4081 1.3639 4.9907
C -0.1044 2.6974 5.2268
C 0.3810 3.4921 4.1991
C 0.5966 2.9476 2.9438
C 2.3430 0.8110 0.8490
C 2.8289 0.2538 -0.3307
C 4.1885 0.1259 -0.5369
C 5.0769 0.5779 0.4284
C 4.6009 1.1585 1.5911
C 3.2375 1.2705 1.8075
H 1.3203 -0.9777 4.0281
H 3.3733 -0.1137 5.0571
H 5.5709 -1.0133 4.3770
H 5.7026 -2.7153 2.5878
H 3.6545 -3.5471 1.5210
H 0.4399 -5.8999 1.3562
H 1.0814 -7.2278 -0.6188
H 2.2934 -6.1684 -2.4875
H 2.8929 -3.7833 -2.3796
H 2.2718 -2.4450 -0.3949
H -0.5636 -0.1902 3.5143
H -0.7817 0.7512 5.7961
H -0.2517 3.1236 6.2077
H 0.5838 4.5366 4.3747
H 0.9927 3.5494 2.1356
H 2.1323 -0.0713 -1.1116
H 4.5605 -0.3117 -1.4506
H 6.1408 0.4957 0.2632
H 5.2915 1.5339 2.3309
H 2.8685 1.7187 2.7184
C -2.7145 4.9352 0.3293
C -2.6382 4.2295 1.6776
C -3.5366 3.0012 1.7340
S -2.8585 1.7761 0.5620
O -1.7329 1.1502 1.3481
C -4.1981 0.5236 0.4682
C -4.8534 0.0927 1.7694
C -3.8893 -0.6732 2.6673
H -2.1438 5.8588 0.3589
H -3.7436 5.1822 0.0853
H -2.3020 4.3167 -0.4690
H -2.9320 4.9222 2.4688
H -1.6072 3.9232 1.8804
H -4.5528 3.2269 1.4218
H -3.5298 2.5410 2.7202
H -3.7209 -0.3228 -0.0329
H -4.9205 0.9685 -0.2166
H -5.7001 -0.5478 1.5050
H -5.2547 0.9609 2.2985
H -3.5105 -1.5487 2.1428
H -4.3876 -1.0081 3.5725
H -3.0461 -0.0493 2.9524



Computed E_tot (eV) in order:
-138840.29077; -118412.33641; -65337.60585; -221588.39578